The following is a DFT calculation (wB97M-V/def2-TZVPD) of the molecule C3H3ClFNO.

Summary:
Multiplicity: 1
Frontier orbital gap, eV: 9.370
Structure (SMILES): O/N=C/C=C(/F)Cl
Molar mass, Da: 123.51
ΔE to the lowest compared entry with this formula, charge and spin, kJ/mol: 210.2
DFT total energy, eV: -21934.543
Charge: 0

Atoms and positions in Å:
O: 3.090231 0.193608 0.009007
N: 1.736057 0.248615 -0.059549
C: 1.215035 -0.942351 0.044820
C: -0.175988 -1.256077 -0.041515
C: -1.189110 -0.398304 -0.010678
F: -2.452368 -0.827692 -0.005361
Cl: -1.097060 1.332606 0.016488
H: 3.295552 1.152027 -0.046894
H: 1.877883 -1.757657 0.210419
H: -0.425966 -2.308225 -0.006550

Atomic forces in eV per Å
O 0.960 1.244 0.114
N -2.143 -1.935 -0.091
C 1.367 2.247 -0.259
C -0.768 0.228 0.389
C -0.192 0.620 -0.110
F 0.160 0.083 -0.034
Cl -0.120 -0.876 0.001
H 0.276 -0.964 0.066
H 0.601 -0.691 0.031
H -0.142 0.045 -0.106